A cluster of 12 separate species, C47H62F33NO23 in total at a distorted geometry. Source: the Open Molecules 2025 dataset; level of theory: ωB97M-V with the def2-TZVPD basis set.

Structure (XYZ):
```
166
Properties=species:S:1:pos:R:3:mulliken_charge:R:1
C 4.63 -1.25 -4.71 -0.993
C 3.41 -2.08 -5.06 -0.121
O 2.38 -1.24 -5.44 -0.313
C 1.29 -1.01 -4.65 0.387
O 1.23 -1.45 -3.50 -0.330
C 0.16 -0.26 -5.32 0.643
F 0.54 0.29 -6.45 -0.258
F -0.89 -0.94 -5.43 -0.167
F -0.07 0.83 -4.51 -0.216
H 4.73 -0.52 -5.52 0.445
H 5.57 -1.79 -4.61 0.348
H 4.47 -0.74 -3.76 0.014
H 3.16 -2.79 -4.28 0.245
H 3.70 -2.61 -5.97 0.313
C -1.15 -3.72 -3.65 -0.346
C -1.95 -4.74 -4.44 -0.637
O -2.05 -4.24 -5.80 -0.251
C -3.18 -3.82 -6.32 0.468
O -4.24 -3.80 -5.68 -0.600
C -3.03 -3.25 -7.78 0.859
F -3.67 -4.09 -8.62 -0.247
F -3.57 -2.05 -7.72 -0.236
F -1.77 -3.11 -8.12 -0.226
H -0.15 -3.68 -4.07 0.117
H -1.11 -3.99 -2.60 0.227
H -1.55 -2.70 -3.67 0.120
H -2.96 -4.81 -4.03 0.413
H -1.53 -5.75 -4.42 0.318
C -0.30 2.50 -1.20 0.124
C -1.21 1.26 -1.17 0.278
O -0.76 0.16 -0.39 0.211
C -1.48 -1.00 -0.38 0.069
O -2.47 -1.13 -1.02 -0.576
C -0.90 -2.19 0.40 0.758
F 0.04 -2.94 -0.30 -0.166
F -0.24 -1.70 1.49 -0.181
F -1.85 -3.09 0.78 -0.209
H -0.76 3.30 -1.77 0.431
H 0.64 2.27 -1.71 -0.075
H -0.12 2.83 -0.17 -0.665
H -1.24 0.88 -2.19 0.136
H -2.23 1.58 -0.97 -0.191
C 4.06 2.30 6.11 -0.851
C 2.79 1.35 6.29 -0.517
O 2.54 0.64 5.08 -0.168
C 3.24 -0.36 4.69 0.174
O 4.25 -0.86 5.25 -0.613
C 2.68 -1.03 3.39 1.073
F 1.82 -0.24 2.76 -0.211
F 3.75 -1.43 2.64 -0.244
F 2.01 -2.14 3.71 -0.243
H 4.94 1.70 5.86 0.333
H 4.29 2.88 7.00 0.451
H 3.80 2.92 5.25 0.048
H 1.84 1.79 6.58 0.394
H 2.98 0.69 7.14 0.398
C -7.83 -1.08 -1.38 -1.077
C -7.94 -0.37 -0.11 -0.064
O -6.82 0.45 0.17 -0.213
C -6.48 1.56 -0.56 -0.125
O -7.09 1.93 -1.61 -0.574
C -5.32 2.39 0.01 1.357
F -5.78 3.54 0.47 -0.286
F -4.62 1.75 0.97 -0.201
F -4.54 2.67 -1.00 -0.255
H -6.96 -1.72 -1.22 0.261
H -7.53 -0.41 -2.19 0.398
H -8.67 -1.73 -1.63 0.293
H -7.94 -1.13 0.68 0.132
H -8.87 0.17 0.03 0.312
C 2.72 1.60 0.05 0.491
C 4.16 1.18 0.28 -0.584
O 4.71 2.02 1.32 -0.173
C 5.38 3.17 1.04 0.280
O 5.51 3.63 -0.08 -0.561
C 5.88 3.92 2.27 0.979
F 7.19 3.70 2.33 -0.274
F 5.58 5.21 2.09 -0.247
F 5.27 3.47 3.32 -0.224
H 2.77 2.63 -0.30 0.306
H 2.14 1.53 0.97 -0.456
H 2.22 0.96 -0.68 -0.024
H 4.63 1.15 -0.70 0.295
H 4.14 0.17 0.69 0.232
C -9.18 -4.04 0.51 -0.754
C -7.84 -4.81 0.55 -0.394
O -6.78 -3.91 0.70 -0.182
C -6.44 -3.51 1.96 0.154
O -7.05 -3.76 3.03 -0.568
C -5.13 -2.68 1.96 1.049
F -5.38 -1.45 2.39 -0.233
F -4.10 -3.14 2.72 -0.242
F -4.63 -2.63 0.66 -0.209
H -9.14 -3.46 -0.41 0.030
H -9.41 -3.40 1.37 0.263
H -10.03 -4.72 0.44 0.422
H -7.73 -5.30 -0.42 0.363
H -7.91 -5.70 1.18 0.369
C -0.33 2.34 3.47 -1.297
C 0.92 3.18 3.29 0.203
O 0.85 4.18 4.26 -0.335
C 1.87 5.07 4.31 0.284
O 2.85 5.07 3.58 -0.517
C 1.78 6.01 5.51 0.826
F 2.98 6.11 6.03 -0.206
F 1.45 7.27 5.07 -0.268
F 0.80 5.68 6.39 -0.235
H -0.41 1.77 4.40 0.452
H -0.23 1.59 2.68 0.089
H -1.22 2.97 3.38 0.344
H 0.86 3.68 2.32 0.467
H 1.84 2.59 3.33 0.145
C 4.22 -8.13 3.12 -0.983
C 2.79 -8.22 3.60 -0.268
O 1.95 -7.05 3.26 -0.282
C 1.68 -6.81 1.99 0.101
O 1.93 -7.53 0.99 -0.594
C 0.98 -5.42 1.82 1.129
F 1.65 -4.69 0.95 -0.118
F -0.25 -5.70 1.36 -0.264
F 0.79 -4.72 3.00 -0.262
H 4.71 -9.10 3.17 0.356
H 4.61 -7.30 3.71 0.311
H 4.28 -7.79 2.09 0.256
H 2.72 -8.36 4.68 0.347
H 2.34 -9.14 3.22 0.321
C 3.71 3.37 -2.98 -0.545
C 3.27 4.09 -4.28 -0.545
O 1.78 4.43 -4.29 -0.243
C 1.32 5.60 -3.82 0.427
O 1.97 6.65 -3.49 -0.587
C -0.27 5.65 -3.68 0.875
F -0.70 6.67 -4.42 -0.274
F -0.84 4.54 -4.08 -0.233
F -0.66 5.90 -2.40 -0.221
H 4.75 3.05 -3.05 0.424
H 3.15 2.44 -2.86 -0.046
H 3.60 3.93 -2.06 0.316
H 3.43 3.52 -5.20 0.337
H 3.84 5.01 -4.39 0.372
C -1.65 8.23 3.89 -0.850
C -2.95 7.40 3.90 -0.318
O -2.96 6.15 3.21 -0.196
C -2.58 6.14 1.86 0.030
O -2.13 7.03 1.17 -0.524
C -2.51 4.69 1.35 1.262
F -1.24 4.25 1.42 -0.332
F -3.20 3.95 2.20 -0.327
F -2.85 4.50 0.09 -0.194
H -1.21 8.42 2.91 0.324
H -0.86 7.71 4.44 0.055
H -1.87 9.15 4.43 0.401
H -3.81 8.04 3.71 0.304
H -3.04 7.15 4.96 0.310
C 4.26 -5.16 -1.61 -1.175
N 4.56 -3.73 -1.80 0.354
C 5.80 -3.43 -2.47 -1.199
C 3.83 -2.75 -1.31 0.414
O 4.16 -1.58 -1.44 -0.766
H 4.62 -5.74 -2.46 0.374
H 3.22 -5.49 -1.64 0.371
H 4.73 -5.62 -0.73 0.380
H 6.04 -2.38 -2.58 0.274
H 6.59 -3.95 -1.91 0.471
H 5.77 -3.72 -3.52 0.327
H 2.86 -3.11 -0.91 0.159
```

Values from the calculation:
SMILES: CCOC(=O)C(F)(F)F.CCOC(=O)C(F)(F)F.CCOC(=O)C(F)(F)F.CCOC(=O)C(F)(F)F.CCOC(=O)C(F)(F)F.CCOC(=O)C(F)(F)F.CCOC(=O)C(F)(F)F.CCOC(=O)C(F)(F)F.CCOC(=O)C(F)(F)F.CCOC(=O)C(F)(F)F.CCOC(=O)C(F)(F)F.CN(C)C=O
Orbital gap: 0.3699 Ha
Highest occupied orbital energy: -9.75 eV
Net charge: 0

The ion ClO2S with charge -1 at a distorted geometry. Source: the Open Molecules 2025 dataset; level of theory: ωB97M-V with the def2-TZVPD basis set.

Structure (XYZ):
```
4
Properties=species:S:1:pos:R:3:mulliken_charge:R:1
O -0.52 0.71 -1.22 -0.495
O -0.61 0.40 1.22 -0.466
S 0.19 0.54 0.04 0.493
Cl 0.94 -1.65 -0.04 -0.533
```

Values from the calculation:
Orbital gap: 0.3137 Ha
Highest occupied orbital energy: -4.40 eV
Net charge: -1

An isolated molecule of CH3Cl3FNP2S at a distorted geometry. Source: the Open Molecules 2025 dataset; level of theory: ωB97M-V with the def2-TZVPD basis set.

Structure (XYZ):
```
12
Properties=species:S:1:pos:R:3:mulliken_charge:R:1
C 0.07 -0.15 -0.06 -1.182
P 1.61 -1.08 0.46 0.940
F 3.11 -1.87 0.89 -0.419
Cl 0.83 -1.68 2.21 -0.214
Cl 1.57 -2.44 -1.08 -0.211
N 2.51 0.37 0.33 -0.323
P 4.04 0.59 0.06 0.626
S 4.96 2.10 0.78 -0.247
Cl 4.75 -0.33 -1.50 -0.089
H -0.99 -0.54 0.15 0.322
H 0.24 0.68 0.52 0.425
H 0.27 0.02 -1.09 0.371
```

Values from the calculation:
SMILES: CP(F)(Cl)(Cl)N=P(=S)Cl
Orbital gap: 0.3216 Ha
Highest occupied orbital energy: -10.22 eV
Net charge: 0

A structure of composition C5H7NO at a distorted geometry. Source: the Open Molecules 2025 dataset; level of theory: ωB97M-V with the def2-TZVPD basis set.

Structure (XYZ):
```
14
Properties=species:S:1:pos:R:3:mulliken_charge:R:1
O 1.63 1.97 -0.54 -0.512
C 1.26 0.71 -0.95 -0.252
C 0.22 0.15 -0.37 -0.070
C -1.02 -0.66 -0.77 -0.304
N -1.44 -0.65 0.69 -0.566
C -0.57 0.53 0.81 -0.129
C -0.12 -1.07 1.10 -0.348
H 1.72 0.37 -1.86 0.351
H -1.68 -0.03 -1.39 0.252
H -0.91 -1.66 -1.19 0.298
H 0.88 2.24 0.01 0.300
H -0.46 1.09 1.74 0.445
H 0.22 -1.01 2.11 0.305
H 0.28 -1.99 0.61 0.231
```

Values from the calculation:
Orbital gap: 0.2892 Ha
Highest occupied orbital energy: -7.05 eV
Net charge: 0

A cluster of 2 separate species, C36H49NO10S2 in total at a distorted geometry. Source: the Open Molecules 2025 dataset; level of theory: ωB97M-V with the def2-TZVPD basis set.

Structure (XYZ):
```
98
Properties=species:S:1:pos:R:3:mulliken_charge:R:1
C 5.87 4.09 -3.84 -0.131
C 5.06 3.50 -3.22 -1.072
C 4.24 2.69 -2.38 0.899
C 3.03 2.18 -2.82 -0.882
C 2.27 1.39 -2.00 0.879
C 2.71 1.07 -0.72 -0.494
C 3.91 1.60 -0.21 -0.759
C 4.42 1.36 1.19 -0.626
C 4.89 -0.07 1.46 -1.120
C 4.51 -0.67 2.81 0.390
C 4.66 0.26 4.03 -0.891
C 3.41 0.18 4.92 -0.674
C 2.42 1.25 4.53 0.015
O 1.18 1.15 5.26 -0.393
C 0.20 0.54 4.55 0.795
C -1.00 1.36 4.22 -1.209
O 0.29 -0.61 4.22 -0.502
C 4.66 2.41 -1.07 0.599
O 5.86 2.97 -0.67 -0.668
C 1.79 0.22 0.12 0.454
O 1.76 0.34 1.33 -0.498
C 0.85 -0.70 -0.61 0.325
C 0.44 -0.33 -1.89 0.473
C -0.45 -1.10 -2.60 -0.621
C -0.98 -2.25 -2.05 -1.092
C -0.62 -2.65 -0.77 0.873
C -1.31 -3.88 -0.25 -1.537
C -2.49 -3.56 0.72 -0.721
C -2.30 -4.07 2.15 -1.273
S -3.70 -5.00 2.75 1.386
O -4.40 -4.24 3.73 -0.630
O -4.45 -5.56 1.67 -0.629
O -3.01 -6.24 3.51 -0.502
C 0.31 -1.89 -0.05 0.518
C 0.73 -2.37 1.32 0.275
C 2.16 -2.96 1.26 0.752
C 2.31 -4.11 0.27 -0.832
S 3.83 -5.06 0.54 -0.244
C 0.97 0.92 -2.49 -0.115
O 0.35 1.54 -3.32 -0.636
H 6.48 4.76 -4.40 0.497
H 2.70 2.43 -3.82 0.568
H 3.68 1.71 1.90 -0.064
H 5.28 2.00 1.34 1.102
H 5.97 -0.13 1.36 0.458
H 4.49 -0.72 0.69 0.463
H 5.16 -1.53 2.97 0.547
H 3.50 -1.06 2.81 -0.584
H 5.50 -0.02 4.66 0.486
H 4.83 1.30 3.75 0.323
H 2.93 -0.79 4.82 0.250
H 3.67 0.28 5.97 0.419
H 2.24 1.20 3.46 0.001
H 2.84 2.22 4.74 0.364
H -1.69 1.40 5.06 0.353
H -0.76 2.38 3.96 0.340
H -1.52 0.90 3.39 0.325
H 6.43 2.24 -0.41 0.328
H -0.76 -0.79 -3.59 0.354
H -1.69 -2.83 -2.62 0.534
H -0.65 -4.56 0.27 0.047
H -1.70 -4.42 -1.10 0.743
H -2.71 -2.50 0.72 0.480
H -3.36 -4.06 0.31 0.663
H -1.40 -4.66 2.28 0.651
H -2.20 -3.23 2.83 0.437
H -2.08 -6.05 3.69 0.411
H 0.09 -3.18 1.65 -0.569
H 0.68 -1.58 2.05 -0.324
H 2.53 -3.22 2.24 0.760
H 2.79 -2.17 0.89 -0.840
H 1.46 -4.78 0.24 0.117
H 2.40 -3.69 -0.73 0.370
H 4.60 -4.51 -0.40 0.128
C -3.57 5.32 -3.57 -0.717
O -4.37 4.77 -2.54 -0.338
C -5.74 4.59 -2.89 -0.822
C -6.09 3.12 -2.99 -0.177
N -5.45 2.51 -4.15 -0.310
C -5.55 1.05 -4.19 -0.814
C -4.87 0.25 -3.08 -0.547
O -3.46 0.32 -3.10 -0.298
C -2.89 1.44 -2.43 0.050
H -2.59 5.54 -3.14 0.241
H -3.43 4.61 -4.40 0.302
H -4.00 6.24 -3.96 0.341
H -5.98 5.12 -3.82 0.400
H -6.33 5.04 -2.09 0.390
H -7.17 3.02 -3.09 0.395
H -5.78 2.65 -2.05 0.174
H -4.47 2.76 -4.16 0.072
H -5.11 0.73 -5.14 0.394
H -6.61 0.77 -4.22 0.429
H -5.12 -0.80 -3.24 0.351
H -5.25 0.51 -2.09 0.363
H -3.50 1.76 -1.58 0.310
H -2.74 2.27 -3.12 0.122
H -1.91 1.14 -2.06 -0.332
```

Values from the calculation:
SMILES: C#Cc1cc2c(c(CCCCCCOC(C)=O)c1O)C(=O)c1c(ccc(CCCS(=O)(=O)O)c1CCCS)C2=O.COCCNCCOC
Orbital gap: 0.2781 Ha
Highest occupied orbital energy: -8.66 eV
Net charge: 0

highest occupied orbital energy of number 2 (ClO2S)?
-4.40 eV

Number 2 is which compound?
ClO2S

The highest highest occupied orbital energy belongs to which entry?
ClO2S